1.
Density functional theory data (ωB97M-V/def2-TZVPD) for the molecule C5H7NO at a distorted geometry.

```
14
Properties=species:S:1:pos:R:3:lowdin_charge:R:1
C -0.8863 2.5899 1.0155 0.023
C -0.6780 1.5271 0.3146 -0.178
C -0.0942 0.7664 -0.5686 -0.115
C 0.9545 -0.2039 -0.1187 -0.192
N 0.2961 -1.4272 0.3117 0.012
C -0.0006 -2.3896 -0.5991 -0.371
O 0.4225 -2.4166 -1.7386 0.011
H -0.0565 2.9915 0.3410 0.113
H -1.6142 2.7305 1.8386 0.080
H -0.5708 0.6465 -1.5318 0.116
H 1.6277 -0.4689 -0.9337 0.116
H 1.5440 0.1922 0.7168 0.124
H -0.2913 -1.3610 1.1326 0.133
H -0.6530 -3.1769 -0.1802 0.129
```

Calculated values
Net charge ... 0
SMILES ... C=C=CCNC=O
Gap between HOMO and LUMO ... 0.3646 Eh
Energy relative to the best compared isomer or geometry (same formula, charge and spin) ... 306.45 kJ/mol
Maximum force ... 0.0672 Eh/bohr

***

2.
Density functional theory data (ωB97M-V/def2-TZVPD) for a cluster of 2 separate species, C4H5NO2S in total at a distorted geometry.

```
13
Properties=species:S:1:pos:R:3:lowdin_charge:R:1
N -0.5261 -1.3923 1.4436 0.141
C -0.5602 -0.4516 0.4505 -0.445
C 0.2005 -0.1825 -0.6513 -0.154
C -0.3202 1.0145 -1.3154 -0.062
C -1.3818 1.2938 -0.5626 -0.109
O -1.5334 0.4294 0.5448 0.053
H -0.0455 -2.2818 1.3757 0.111
H -0.6765 -0.8351 2.3072 0.127
H 0.7972 -0.7452 -1.2321 0.044
H -0.0630 1.6387 -2.1726 0.117
H -2.1589 2.0372 -0.5734 0.114
O 3.3600 -0.9350 0.3686 -0.683
S 2.9079 0.4100 0.0171 0.746
```

Calculated values
Net charge ... 0
SMILES ... Nc1ccco1.O=S
Gap between HOMO and LUMO (spin up / spin down) ... 0.2518 / 0.2528 Eh
Energy relative to the best compared isomer or geometry (same formula, charge and spin) ... 417.82 kJ/mol
Maximum force ... 0.0680 Eh/bohr

***

3.
Density functional theory data (ωB97M-V/def2-TZVPD) for a structure of composition C14H44N4O14 at a distorted geometry.

```
76
Properties=species:S:1:pos:R:3:lowdin_charge:R:1
C -2.1642 -10.2790 4.9937 -0.495
O -3.2970 -10.7352 5.1977 0.250
N -1.5956 -9.3626 5.6055 0.228
N -1.2907 -10.8930 4.2730 0.265
H -2.1426 -8.7396 6.1823 0.079
H -0.6452 -9.0684 5.4313 0.170
H -1.6954 -11.5672 3.6391 0.136
H -0.4215 -10.3896 4.1669 0.140
C -4.4942 -3.5158 6.7851 -0.672
O -5.6840 -3.7150 6.7488 0.084
N -3.8821 -2.4586 6.3986 0.190
N -3.5669 -4.4929 6.9411 0.106
H -2.8723 -2.4734 6.4090 0.118
H -4.3332 -1.6968 5.9125 0.134
H -2.6149 -4.1963 6.7808 0.135
H -3.8295 -5.4104 7.2716 -0.040
C -3.2389 -5.8530 9.2019 -0.263
C -1.8950 -6.6752 9.2455 -0.101
O -1.6866 -7.5944 10.3637 -0.139
O -3.7013 -5.7128 10.4823 0.004
H -3.8385 -6.3714 8.4538 0.036
H -3.1014 -4.8697 8.7520 0.124
H -1.0768 -5.9623 9.3476 0.116
H -1.5775 -7.2474 8.3738 0.111
H -0.7600 -7.8141 10.4851 0.119
H -4.6345 -5.9198 10.3936 0.090
C -6.2754 -7.1877 8.6386 -0.223
C -5.6606 -5.8206 8.1506 -0.159
O -4.9157 -5.9859 6.9071 -0.180
O -7.1329 -7.6010 7.6857 -0.030
H -6.6615 -7.0218 9.6443 0.144
H -5.3977 -7.8341 8.6384 0.099
H -5.1469 -5.3209 8.9719 0.107
H -6.4455 -5.0757 8.0200 0.135
H -4.9972 -5.0595 6.6688 0.021
H -6.8246 -7.1253 6.9109 0.087
C -4.1381 -13.5348 2.5139 -0.207
C -4.1823 -12.6504 3.8146 -0.197
O -3.8196 -11.2907 3.5477 -0.075
O -2.8351 -13.8026 1.9764 -0.099
H -4.7399 -13.1392 1.6957 0.111
H -4.4981 -14.5383 2.7410 0.107
H -3.5932 -13.0090 4.6586 0.123
H -5.1972 -12.6531 4.2122 0.103
H -3.5829 -10.8418 4.3626 -0.353
H -2.5546 -13.1675 1.3135 0.070
C -3.4782 -7.5789 5.8023 -0.185
C -4.7434 -8.4210 5.9492 -0.032
O -4.3446 -9.7488 6.4269 -0.108
O -3.0680 -7.0471 7.0409 -0.138
H -3.6053 -6.8462 5.0054 0.139
H -2.7229 -8.2408 5.3784 0.064
H -5.3209 -8.4842 5.0269 0.155
H -5.3184 -8.0157 6.7819 0.089
H -3.9872 -10.2925 5.7211 -0.234
H -3.8274 -6.9527 7.6206 0.008
C -7.5532 -11.2033 6.6769 -0.202
C -6.2069 -11.8414 6.9593 -0.215
O -5.1659 -11.5963 6.0720 -0.072
O -7.3857 -9.8186 6.4098 -0.060
H -8.2721 -11.3427 7.4843 0.118
H -7.9862 -11.7265 5.8243 0.110
H -6.4328 -12.9065 7.0097 0.125
H -5.7112 -11.5801 7.8943 0.104
H -4.9859 -10.6551 6.0132 -0.100
H -8.2131 -9.5098 6.0335 0.091
C -3.0967 -9.5667 10.2030 -0.170
C -3.2385 -10.0639 8.6863 -0.143
O -4.6318 -10.2851 8.4130 -0.117
O -3.7854 -8.3315 10.4829 -0.083
H -2.0252 -9.5173 10.3967 0.094
H -3.3854 -10.3283 10.9273 0.112
H -2.7770 -11.0412 8.5448 0.120
H -2.8914 -9.3554 7.9341 0.085
H -4.7543 -10.4170 7.4700 -0.052
H -3.1351 -7.6272 10.5344 -0.014
```

Calculated values
Net charge ... 0
Gap between HOMO and LUMO ... 0.2865 Eh
Energy relative to the best compared isomer or geometry (same formula, charge and spin) ... 2628.39 kJ/mol
Maximum force ... 0.3633 Eh/bohr

***

4.
Density functional theory data (ωB97M-V/def2-TZVPD) for the molecule C17H25NO2.

```
45
Properties=species:S:1:pos:R:3:lowdin_charge:R:1
C 5.2603 -2.6878 0.5277 -0.055
C 4.5077 -1.4409 0.1741 -0.284
C 4.9503 -0.1911 0.5860 -0.044
C 4.2395 0.9518 0.2692 -0.038
C 3.0671 0.8782 -0.4714 -0.248
C 2.2787 2.1210 -0.7762 -0.151
C 1.5103 2.6165 0.4565 -0.155
C 0.5133 1.5826 0.9628 -0.162
O -0.4673 1.3375 -0.0471 -0.005
C -0.9420 0.0961 -0.1673 -0.491
O -0.6275 -0.8226 0.5454 0.108
C -1.9786 0.0209 -1.2834 -0.092
N -3.3235 -0.1994 -0.7890 -0.157
C -3.7603 0.8307 0.1375 -0.198
C -5.2626 0.7010 0.3694 -0.185
C -5.5805 -0.6781 0.9363 -0.210
C -5.0318 -1.7411 -0.0086 -0.186
C -3.5376 -1.5236 -0.2302 -0.199
C 2.6272 -0.3712 -0.8888 -0.036
C 3.3362 -1.5137 -0.5695 -0.035
H 6.2453 -2.4506 0.9224 0.072
H 5.3759 -3.3273 -0.3457 0.078
H 4.7143 -3.2528 1.2836 0.083
H 5.8618 -0.1105 1.1616 0.108
H 4.6026 1.9159 0.5974 0.114
H 2.9523 2.9149 -1.1070 0.117
H 1.5659 1.9212 -1.5781 0.113
H 0.9734 3.5319 0.2021 0.115
H 2.2079 2.8353 1.2663 0.116
H 1.0118 0.6378 1.2047 0.122
H -0.0025 1.9497 1.8572 0.134
H -1.7192 -0.8066 -1.9487 0.133
H -1.9619 0.9599 -1.8427 0.128
H -3.5306 1.8060 -0.2998 0.126
H -3.2366 0.7572 1.1076 0.131
H -5.7774 0.8294 -0.5839 0.115
H -5.5960 1.4848 1.0518 0.109
H -6.6583 -0.7988 1.0608 0.106
H -5.1123 -0.7859 1.9178 0.112
H -5.5442 -1.6701 -0.9694 0.113
H -5.1970 -2.7397 0.3991 0.109
H -3.1564 -2.2597 -0.9420 0.124
H -2.9985 -1.6588 0.7211 0.121
H 1.7188 -0.4524 -1.4696 0.112
H 2.9744 -2.4769 -0.8995 0.114
```

Calculated values
Net charge ... 0
SMILES ... Cc1ccc(CCCOC(=O)CN2CCCCC2)cc1
Gap between HOMO and LUMO ... 0.3460 Eh
Energy relative to the best compared isomer or geometry (same formula, charge and spin) ... 74.67 kJ/mol
Maximum force ... 0.0132 Eh/bohr